Record 1
{"formula": "C15H31N5OS2", "method": "ωB97M-V/def2-TZVPD", "lumo_energy_ev": -0.1, "spin_multiplicity": 1, "energy_ha": -1735.37926, "charge": 0, "fmax_ev_per_a": 1.7, "symbols": ["C", "C", "N", "C", "C", "C", "S", "S", "C", "C", "C", "N", "C", "N", "C", "C", "C", "C", "C", "C", "N", "N", "H", "H", "H", "H", "H", "H", "H", "H", "H", "H", "H", "H", "H", "H", "H", "H", "H", "H", "H", "H", "H", "H", "H", "H", "H", "H", "H", "H", "H", "H", "O", "H"], "xyz": [[-6.0078, 2.9661, 1.2453], [-4.6056, 2.3360, 1.1264], [-4.4237, 1.4385, -0.0338], [-4.9559, 2.0329, -1.2651], [-4.2339, 1.5456, -2.5322], [-4.8309, 0.1450, 0.1973], [-5.8019, -0.7444, -0.7639], [-4.1962, -0.6676, 1.6761], [-2.4471, -0.9048, 1.2822], [-2.1951, -1.7224, 0.0203], [-0.8457, -2.4955, 0.1469], [0.0195, -2.2220, -0.9905], [1.3159, -1.9731, -0.8612], [1.9789, -1.9186, 0.3143], [3.2462, -1.6906, -0.0217], [4.2933, -1.6045, 1.0190], [5.3739, -0.5300, 0.7378], [4.8976, 0.8842, 1.1671], [4.5774, 1.7088, -0.0875], [6.0841, 1.5627, 1.8722], [3.3975, -1.5935, -1.3428], [2.1622, -1.7426, -1.8882], [-5.9840, 3.9531, 0.7893], [-6.2464, 3.1377, 2.2894], [-6.7889, 2.3942, 0.7550], [-3.8939, 3.1508, 1.0007], [-4.3542, 1.8603, 2.0638], [-6.0359, 1.9545, -1.3557], [-4.7397, 3.0984, -1.1937], [-4.1077, 2.3993, -3.1916], [-4.8361, 0.8025, -3.0395], [-3.2702, 1.1363, -2.2481], [-2.0228, -1.3701, 2.1670], [-1.9196, 0.0428, 1.1742], [-2.9691, -2.4665, -0.1365], [-2.1003, -1.0878, -0.8546], [-0.3688, -2.2026, 1.0730], [-1.0035, -3.5708, 0.1888], [-0.3440, -2.2770, -1.9255], [3.8237, -1.4537, 1.9815], [4.7977, -2.5691, 1.0894], [6.2358, -0.8129, 1.3315], [5.6006, -0.5514, -0.3252], [4.0360, 0.7913, 1.8233], [5.3702, 1.5480, -0.8157], [3.6323, 1.4245, -0.5496], [4.5459, 2.7703, 0.1492], [5.8367, 2.5750, 2.1749], [6.4016, 0.9419, 2.7068], [6.9016, 1.5721, 1.1535], [4.2722, -1.4507, -1.8170], [1.9519, -1.7398, -2.8716], [2.4213, -4.8810, -2.2795], [2.3549, -3.9302, -2.3253]], "forces_ev_per_angstrom": [[0.4732, 0.3026, -0.2224], [0.2348, 0.9663, 0.0710], [-1.4164, -0.5513, 0.6172], [0.9927, 0.7678, -0.5406], [-0.6921, 0.1151, 0.4400], [0.4326, -0.4350, -0.1233], [-0.0806, 0.0430, -0.1553], [-0.1206, -0.0054, 0.2962], [0.0500, 0.5566, -0.6054], [0.9124, -0.9880, 0.3813], [-0.7304, 0.0839, -0.2576], [0.6592, 0.6237, 0.0404], [0.2180, -0.4183, 0.2627], [0.1108, 0.2321, -0.6595], [-1.0217, -0.3737, 0.7247], [1.2234, 0.0456, -0.5650], [-1.4619, -0.2337, 0.8513], [1.1650, 0.0653, -0.8963], [-0.2896, -0.1069, 0.3307], [-0.5454, -0.5818, -0.2552], [0.5314, 0.2387, 0.9912], [-0.7075, 0.2526, 0.0337], [-0.2009, 0.0547, -0.1842], [-0.1600, -0.2032, 0.1444], [-0.0986, -0.2244, 0.1740], [0.1503, 0.0312, 0.0030], [0.1414, -0.4628, -0.1825], [-0.1200, -0.3283, 0.1134], [0.0105, 0.0889, 0.2331], [0.1867, -0.0277, -0.1701], [0.1531, -0.2426, -0.1295], [0.1791, -0.0659, -0.1791], [-0.1689, -0.2743, 0.1305], [-0.1246, 0.2151, 0.1456], [-0.3458, 0.1823, -0.1009], [-0.4076, 0.2057, -0.0904], [0.5147, 0.0515, -0.1216], [-0.0998, -0.0812, 0.0840], [-0.1805, -0.3103, -0.0063], [-0.2633, 0.1123, 0.0634], [-0.1612, -0.2328, -0.1862], [0.3240, -0.0182, -0.2069], [0.4846, 0.0509, -0.0140], [-0.0944, 0.1258, 0.1023], [0.0801, 0.1360, -0.1066], [-0.0858, -0.0077, -0.0383], [-0.1329, 0.1004, -0.0650], [0.1321, 0.0930, 0.1874], [0.0596, 0.2546, 0.2990], [0.2065, 0.2482, 0.0225], [-0.2825, -0.1909, -0.5920], [0.4085, -0.2941, -0.1245], [-0.0622, 0.0980, 0.1504], [0.0205, 0.3168, -0.1147]]}

***

Record 2
{"formula": "C15H32As2N2NiO5", "method": "ωB97M-V/def2-TZVPD", "lumo_energy_ev": [-1.9, -2.0], "spin_multiplicity": 3, "energy_ha": -7055.95491, "charge": 0, "fmax_ev_per_a": 5.4, "s2": 2.014, "symbols": ["O", "H", "Ni", "N", "N", "O", "O", "C", "C", "C", "C", "H", "H", "H", "H", "H", "H", "H", "H", "O", "H", "H", "C", "H", "H", "H", "O", "H", "H", "C", "As", "C", "C", "C", "C", "C", "C", "C", "As", "C", "C", "H", "H", "H", "H", "H", "H", "H", "H", "H", "H", "H", "H", "H", "H", "H", "H"], "xyz": [[-0.4444, 4.8429, 1.4897], [0.3187, 4.3719, 1.0926], [0.0105, 0.1669, 0.0307], [-0.9681, -0.2429, -1.7270], [1.2786, -1.1905, -1.0042], [-2.2470, 0.2884, -2.0831], [2.5721, -1.6380, -0.5712], [-0.3891, -1.0662, -2.6103], [0.8617, -1.5942, -2.2110], [-1.0192, -1.4254, -3.8917], [1.6563, -2.5069, -3.0338], [-1.8017, -0.7478, -4.2605], [-1.4705, -2.4407, -3.8388], [-0.2495, -1.4751, -4.6870], [2.4200, -3.1049, -2.5166], [2.1733, -1.9526, -3.8472], [0.9840, -3.2291, -3.5389], [-2.3321, 1.1130, -1.5487], [2.7119, -1.1601, 0.3082], [-0.9129, -1.9865, 0.6394], [-1.4344, -1.1697, 0.4646], [0.0226, -1.7722, 0.3080], [1.1439, 1.6415, -0.5136], [1.2758, 2.7131, -0.6549], [1.0773, 1.2211, -1.5425], [2.0739, 1.2607, -0.0563], [-2.7769, 3.7014, -1.1884], [-2.4859, 4.2486, -0.5298], [-2.0682, 3.1206, -1.3957], [-3.0620, 0.1016, 2.2970], [-1.7903, 1.3125, 1.3645], [-3.3424, 2.6037, 1.4038], [-0.7834, 1.7618, 3.0332], [-1.3838, 2.6077, 3.9309], [-0.7495, 2.9510, 5.1385], [0.4855, 2.4280, 5.4625], [1.1183, 1.5447, 4.5692], [0.4783, 1.2412, 3.3691], [1.2923, -0.0203, 2.0835], [3.2004, 0.1761, 2.6046], [0.5225, -1.5852, 3.0196], [-3.8421, -0.1688, 1.5927], [-3.4847, 0.6315, 3.1485], [-2.5359, -0.7704, 2.6417], [-3.8961, 2.5061, 2.3238], [-2.9223, 3.6021, 1.3574], [-3.9877, 2.3721, 0.5554], [-2.3465, 3.0496, 3.7185], [-1.2466, 3.6397, 5.8250], [0.9793, 2.6881, 6.3990], [2.0941, 1.1394, 4.8547], [3.3074, -0.0168, 3.6694], [3.7668, -0.5691, 2.0598], [3.5492, 1.1813, 2.3544], [0.8925, -1.5670, 4.0276], [-0.5694, -1.5252, 3.0167], [0.8557, -2.4650, 2.4878]], "forces_ev_per_angstrom": [[0.0106, -1.0152, -0.5459], [-0.5399, 0.4200, 0.3074], [-0.1430, 1.2300, 0.0958], [-0.2053, -0.6765, -1.9035], [0.5477, -1.1537, -1.5916], [1.6825, -0.5332, 0.1258], [-1.4738, 0.9312, 0.1234], [-3.8916, 2.9517, 1.5188], [3.3529, 0.1751, 4.1667], [-0.1052, -0.7153, -1.4835], [0.4065, -1.0001, -1.6186], [0.3275, -0.0494, 0.6065], [0.2590, 0.5208, 0.0779], [-0.3290, -0.0319, 0.3921], [-0.3938, 0.5646, 0.1987], [-0.2716, -0.2245, 0.4242], [0.3001, 0.3892, 0.1860], [0.1883, -0.7887, -0.1635], [-0.5196, -0.6388, -1.6518], [0.8299, 0.3750, -0.6631], [-0.1167, -0.9393, 0.1727], [-1.8072, -1.0358, 0.5624], [1.4281, -0.0305, -1.5634], [-0.8083, 0.1269, 0.6279], [0.5786, 0.5153, 0.1434], [0.0411, 0.4128, -0.5159], [-2.4225, -1.9275, -3.0218], [1.7225, 2.3912, 2.8924], [1.2389, -0.1828, -0.1705], [0.6155, -0.3105, -0.2676], [-1.1314, 0.8159, 2.0995], [1.0438, 0.3083, -0.5729], [0.2965, -0.1297, -0.3879], [0.0416, 0.6063, 0.9917], [-0.5242, 0.0379, -0.2344], [0.3965, -0.4561, -0.2549], [-0.4628, 0.4929, 0.2457], [0.2870, -0.2378, -0.9897], [-1.0572, 0.5096, 2.2122], [-0.6166, -0.3632, -0.2461], [0.7799, 0.2557, -0.1559], [-0.1661, -0.1410, -0.0035], [0.1070, -0.0302, -0.0966], [-0.0445, -0.5764, 0.1692], [0.0360, -0.3659, 0.3014], [0.0323, 0.1720, -0.1764], [0.1796, 0.1466, 0.0696], [0.0552, 0.0811, -0.0352], [0.1579, -0.1862, -0.2650], [-0.1577, -0.0302, -0.2355], [-0.4108, 0.1087, -0.2955], [0.0021, 0.0011, -0.0575], [0.3773, -0.0742, -0.0535], [-0.1906, -0.1743, -0.0127], [0.1518, -0.1838, 0.5431], [0.4360, 0.1263, -0.1425], [-0.1206, -0.4634, 0.1214]]}

***

Record 3
{"formula": "C15H32BN7O3S", "method": "ωB97M-V/def2-TZVPD", "lumo_energy_ev": 0.4, "spin_multiplicity": 1, "energy_ha": -1622.76963, "charge": 0, "smiles": "[H]/N=C(\\N)NCCCCBCCSc1nnco1.CN(C)C=O.CN(C)C=O", "fmax_ev_per_a": 0.7, "symbols": ["H", "N", "C", "N", "N", "C", "C", "C", "C", "B", "C", "C", "S", "C", "N", "N", "C", "O", "H", "H", "H", "H", "H", "H", "H", "H", "H", "H", "H", "H", "H", "H", "H", "H", "H", "C", "N", "C", "C", "O", "H", "H", "H", "H", "H", "H", "H", "C", "N", "C", "C", "O", "H", "H", "H", "H", "H", "H", "H"], "xyz": [[-1.5661, 3.7889, 3.7891], [-2.0653, 3.2883, 3.0547], [-1.2943, 2.4834, 2.4412], [0.0633, 2.2789, 2.7078], [-1.7486, 1.6389, 1.3868], [-3.0248, 0.9376, 1.6300], [-3.1487, 0.3114, 3.0122], [-2.0217, -0.6697, 3.3524], [-2.1147, -1.9994, 2.5807], [-0.9468, -2.9788, 2.8878], [-0.2621, -3.9291, 1.8401], [-0.5581, -3.5784, 0.3824], [0.5931, -4.4479, -0.7155], [0.5413, -3.4313, -2.1212], [1.3334, -3.4907, -3.1248], [0.9230, -2.4882, -4.0118], [-0.0731, -1.9273, -3.4580], [-0.3975, -2.4518, -2.2553], [0.5723, 2.0498, 1.8642], [0.4914, 3.0765, 3.1623], [-1.8908, 2.2484, 0.5815], [-3.0677, 0.1405, 0.8808], [-3.8796, 1.5964, 1.4418], [-4.1053, -0.2253, 3.0351], [-3.2119, 1.0872, 3.7768], [-2.0516, -0.8834, 4.4237], [-1.0640, -0.1975, 3.1205], [-2.2282, -1.7931, 1.5109], [-3.0466, -2.5079, 2.8812], [-0.5380, -3.0258, 4.0144], [-0.5568, -4.9634, 2.0627], [0.8191, -3.8775, 2.0215], [-1.5871, -3.8300, 0.1230], [-0.4391, -2.5071, 0.2160], [-0.6572, -1.0988, -3.8250], [-2.8941, 7.4956, 0.4409], [-2.3698, 6.2739, -0.1319], [-1.3429, 6.3485, -1.1572], [-2.8022, 5.0626, 0.2565], [-2.3812, 4.0129, -0.1995], [-3.3570, 8.1193, -0.3263], [-2.1021, 8.0707, 0.9245], [-3.6461, 7.2475, 1.1871], [-1.6845, 5.8784, -2.0793], [-0.4383, 5.8327, -0.8347], [-1.1132, 7.3939, -1.3481], [-3.5737, 5.0930, 1.0395], [4.4831, -3.7766, -3.1715], [5.8480, -3.6950, -3.6548], [6.8866, -4.4733, -3.0060], [6.1953, -2.9149, -4.6963], [7.3269, -2.8153, -5.1319], [4.4226, -3.4534, -2.1297], [4.1058, -4.7977, -3.2405], [3.8405, -3.1382, -3.7709], [7.6670, -3.8235, -2.6083], [7.3558, -5.1586, -3.7126], [6.4407, -5.0421, -2.1932], [5.3415, -2.3641, -5.1257]], "forces_ev_per_angstrom": [[-0.0058, -0.0110, -0.0094], [0.0129, -0.1418, 0.1070], [-0.0442, -0.0098, -0.1418], [-0.0349, 0.6347, -0.2142], [0.0212, -0.1051, 0.2146], [-0.0368, 0.0775, -0.1214], [-0.0262, -0.1822, 0.0044], [-0.1903, -0.0528, -0.1300], [-0.0146, 0.3383, -0.1092], [-0.0984, -0.1827, 0.1402], [0.0851, 0.2470, -0.1673], [-0.2024, 0.2081, 0.1374], [0.0240, -0.0967, -0.0145], [-0.3050, 0.1450, 0.1646], [0.2930, -0.0880, -0.2700], [0.2973, -0.2863, -0.0803], [-0.3522, 0.4884, -0.1212], [0.0135, -0.2283, 0.2481], [-0.0522, -0.3203, 0.0669], [0.0003, -0.1229, 0.1026], [0.0929, -0.0347, 0.0147], [-0.0607, 0.0964, -0.0144], [0.0062, 0.0157, 0.1321], [0.0397, 0.0397, 0.0258], [0.0555, 0.0381, -0.0982], [0.1434, 0.0306, -0.0200], [0.0109, 0.0133, 0.2034], [-0.0118, -0.0802, 0.0215], [0.0680, -0.0618, 0.0048], [-0.0176, -0.0689, -0.0104], [0.0949, 0.0285, 0.0488], [-0.0384, -0.1296, 0.0099], [0.0652, -0.0360, -0.0584], [0.0764, -0.0731, 0.0110], [0.0101, -0.0615, 0.0500], [0.0227, -0.0314, -0.0254], [0.0008, 0.0518, -0.0265], [-0.0174, -0.0130, 0.0217], [-0.0373, -0.0841, 0.1574], [0.0663, 0.0261, -0.2516], [-0.0117, 0.0007, 0.0022], [-0.0016, 0.0004, 0.0123], [-0.0058, 0.0084, 0.0091], [-0.0024, 0.0021, -0.0053], [0.0060, 0.0028, 0.0039], [0.0063, 0.0045, -0.0073], [0.0139, -0.0004, 0.0111], [0.1771, -0.0282, -0.0303], [-0.0299, -0.0094, 0.0479], [-0.0175, 0.0127, -0.0109], [0.0098, 0.0248, -0.0300], [-0.0003, 0.0021, -0.0002], [-0.0481, 0.0114, -0.0003], [-0.0487, 0.0124, -0.0069], [-0.0051, -0.0073, -0.0091], [-0.0001, 0.0043, 0.0060], [-0.0024, -0.0065, -0.0029], [0.0066, -0.0077, 0.0060], [-0.0001, -0.0041, 0.0020]]}

***

Record 4
{"formula": "C15H32F2KLiN4O4PS", "method": "ωB97M-V/def2-TZVPD", "lumo_energy_ev": -6.5, "spin_multiplicity": 1, "energy_ha": -2656.38871, "charge": 1, "fmax_ev_per_a": 9.4, "symbols": ["C", "C", "O", "C", "C", "C", "N", "C", "C", "C", "C", "S", "O", "O", "H", "H", "H", "H", "H", "H", "H", "H", "H", "H", "H", "H", "H", "H", "O", "P", "N", "C", "C", "N", "C", "C", "N", "C", "C", "H", "H", "H", "H", "H", "H", "H", "H", "H", "H", "H", "H", "H", "H", "H", "H", "H", "H", "F", "Li", "F", "K"], "xyz": [[4.8851, 0.3491, -4.9336], [4.9164, 0.1805, -3.3030], [4.7891, -1.2624, -2.9331], [3.8982, 1.1676, -2.4808], [2.6383, 1.7511, -3.3525], [2.8025, 3.0207, -4.4234], [1.6085, 3.5968, -5.2099], [0.1779, 3.0436, -5.0580], [-0.1740, 1.7899, -4.0619], [1.1012, 1.1477, -3.1995], [0.6968, -0.1189, -2.2007], [-0.1520, -1.3908, -3.3304], [0.8354, -1.5766, -4.5453], [-0.4375, -2.7333, -2.5895], [5.7200, -0.3907, -5.3583], [5.2214, 1.4266, -5.3052], [3.8767, -0.0046, -5.4435], [6.0197, 0.4812, -2.9602], [3.8351, -1.5564, -3.0166], [3.4532, 0.5540, -1.5683], [4.5189, 2.0540, -1.9773], [3.8345, 3.5646, -4.6189], [1.6959, 4.4140, -5.8755], [-0.7131, 3.5337, -5.6547], [-1.2943, 1.4009, -3.9479], [1.6293, -0.6453, -1.7255], [-0.0485, 0.2843, -1.3872], [-1.3439, -0.8451, -3.8862], [-2.5271, 0.4373, 1.3270], [-2.6659, -0.2112, 2.7262], [-0.9980, 0.0247, 3.0456], [-0.0338, -0.9250, 3.5963], [-0.6162, 1.4075, 3.3378], [-2.8771, -1.7958, 2.0421], [-2.0479, -2.9560, 2.3425], [-3.2274, -1.8672, 0.6114], [-2.8255, -0.9566, 4.3347], [-4.2509, -1.3483, 4.5323], [-2.5385, -0.1095, 5.5115], [-0.3249, -1.3393, 4.5653], [0.9504, -0.4804, 3.7389], [0.1418, -1.7562, 2.9164], [-1.0442, 1.7572, 4.2819], [-0.9770, 2.0777, 2.5535], [0.4680, 1.5522, 3.3925], [-1.1022, -2.9233, 1.7956], [-2.5589, -3.8778, 2.0371], [-1.8535, -3.0772, 3.4088], [-2.3588, -1.6391, -0.0195], [-4.0373, -1.1714, 0.3664], [-3.5927, -2.8605, 0.3284], [-4.9046, -0.4667, 4.4952], [-4.3942, -1.8496, 5.4957], [-4.6020, -2.0487, 3.7714], [-3.0999, 0.8298, 5.4788], [-1.4796, 0.1273, 5.6241], [-2.7944, -0.6367, 6.4397], [-3.9046, 0.2135, 7.8833], [-2.7046, -2.1141, 6.5902], [2.0954, -0.6039, 2.2478], [2.6954, 5.3511, -6.4522]], "forces_ev_per_angstrom": [[0.8211, -0.8560, -0.4743], [1.0621, -0.1756, -0.5949], [-1.3823, 2.2914, -0.5678], [-0.5000, 0.1269, 0.5535], [-2.7867, 2.0992, -2.3294], [-2.0245, -2.1297, 1.5761], [-2.4356, -3.2418, 2.2927], [0.6263, -3.0534, 2.8412], [4.4868, 2.8486, -1.1453], [-0.1796, 1.6663, -1.5005], [0.1667, 1.9774, -0.5077], [3.3246, -6.2274, -1.7044], [-3.4715, 1.5100, 4.0844], [0.4898, 5.6882, -2.2497], [-1.8322, 1.6180, 1.0376], [-0.9093, -2.1169, 0.9154], [1.9254, 0.9472, 1.2527], [-2.5395, -0.8223, -0.6395], [1.5220, 0.5658, -0.0825], [0.8582, 1.3563, -1.9145], [-1.5571, -1.7777, -1.3599], [-2.2976, -1.3944, 0.5804], [-3.8471, -5.9630, 4.2092], [2.3396, -0.8807, 1.1911], [2.8014, 1.1439, -0.3279], [-1.9823, 0.8551, -0.9224], [1.4223, -0.9479, -1.3827], [1.0450, -0.2716, 0.9522], [-3.3506, 2.5569, 1.9475], [6.8439, -5.3681, -3.6177], [1.5011, 0.8805, 1.1381], [-0.5268, -0.3554, 0.1193], [-0.1655, 0.3625, -0.4348], [-0.7122, -0.3369, -0.5561], [-0.3933, -0.4568, 0.5119], [-0.3269, 0.4431, 0.2049], [-3.2326, 1.8968, 0.0800], [-0.5076, -0.4336, -0.3718], [1.1168, 0.3158, -0.2285], [-0.3009, -0.1944, 0.3497], [-0.1655, 0.2395, -0.3358], [-0.0272, 0.1127, 0.0638], [0.0496, 0.1952, 0.1726], [-0.1105, -0.0459, -0.0208], [-0.1792, -0.4419, -0.0988], [0.0774, 0.0316, 0.0480], [-0.0836, 0.1626, -0.0675], [0.1442, 0.2771, -0.1185], [-0.0264, 0.0335, -0.0457], [0.3535, -0.0556, 0.0683], [0.1798, -0.0515, 0.3856], [0.0000, -0.2930, 0.5116], [-0.2007, 0.2220, 0.1714], [0.3548, 0.1230, -0.0109], [-0.0884, -0.4139, 0.6741], [-0.0148, -0.0036, -0.4603], [-0.7913, 2.1070, -0.0322], [0.4657, -1.1061, -0.4739], [-0.2207, -0.4777, 0.4568], [0.3998, 0.2149, -0.5992], [4.7922, 5.0238, -3.2141]]}